(1)
Below is 8 unconnected molecules or ions with the total composition C32H64O8, with properties calculated with ωB97M-V with the def2-TZVPD basis set.

Atoms and positions in Å:
1 C 0.661956 1.436928 4.752840
2 C -0.062802 2.097499 5.973914
3 C -1.377436 2.418283 5.374304
4 O -1.561633 1.561211 4.189191
5 C -0.379583 1.487524 3.561006
6 H 0.827688 0.236021 4.948460
7 H 1.651931 1.923551 4.543138
8 H 0.418660 3.071325 6.448765
9 H -0.141982 1.493348 6.669584
10 H -1.271885 3.530122 5.397301
11 H -2.153854 2.281965 6.084632
12 H -0.263819 2.351523 3.133110
13 H -0.192924 0.716773 2.818093
14 C 2.630634 1.067322 -3.570148
15 C 3.283082 -0.125641 -4.268632
16 C 4.415441 0.455883 -5.087203
17 O 4.050098 1.914693 -5.135439
18 C 3.524446 2.117273 -3.813669
19 H 2.396515 0.879462 -2.450929
20 H 1.635318 0.969715 -3.735243
21 H 2.453384 -0.668307 -5.043363
22 H 3.721428 -0.965076 -3.556369
23 H 4.281328 -0.135141 -5.931957
24 H 5.414268 0.403068 -4.554883
25 H 2.908295 3.066419 -3.908885
26 H 4.151073 2.267874 -3.119350
27 C -0.064702 -0.597201 0.121215
28 C -0.438335 0.756456 -0.293665
29 C 0.879731 1.585909 -0.134781
30 O 1.730168 0.652278 0.491495
31 C 1.409310 -0.636665 -0.029114
32 H -0.638411 -1.433023 -0.349343
33 H -0.377913 -0.907500 1.009180
34 H -1.206208 1.385779 0.195901
35 H -0.596969 0.607521 -1.367551
36 H 0.788177 2.293015 0.631053
37 H 1.224011 2.165798 -0.983247
38 H 1.926393 -1.538016 0.571592
39 H 1.769185 -0.538343 -0.925865
40 C 5.882813 -3.866160 1.991346
41 C 4.545560 -3.321853 1.644528
42 C 4.635417 -3.186285 0.076427
43 O 5.358368 -4.313743 -0.292585
44 C 6.496336 -4.405289 0.661826
45 H 5.768599 -4.660948 2.632692
46 H 6.720694 -3.314954 2.624744
47 H 4.297222 -2.524556 2.241099
48 H 3.740968 -3.820028 2.117955
49 H 5.254883 -2.323914 -0.282359
50 H 3.624345 -3.212206 -0.500069
51 H 7.151739 -3.668714 0.343213
52 H 6.864392 -5.508238 0.806957
53 C -3.690808 -1.768688 -1.465837
54 C -3.920815 -2.006825 -0.028277
55 C -5.256821 -2.622246 0.087836
56 O -5.631397 -2.830714 -1.333840
57 C -4.998907 -1.825740 -2.134726
58 H -3.013326 -2.516934 -1.829510
59 H -3.244426 -0.737168 -1.815698
60 H -4.089301 -1.203297 0.750711
61 H -3.159841 -2.694847 0.335554
62 H -5.822121 -1.763965 0.469493
63 H -5.322948 -3.533159 0.756831
64 H -5.709529 -0.902905 -2.284825
65 H -4.943025 -2.068749 -3.123836
66 C -5.894076 1.141032 2.819450
67 C -4.388026 1.156233 2.949869
68 C -3.806351 2.094063 1.853078
69 O -4.925912 2.905789 1.544369
70 C -6.044242 2.025997 1.461669
71 H -6.180297 1.752204 3.910826
72 H -6.012364 -0.022140 2.577328
73 H -3.927128 0.176233 2.871907
74 H -4.003664 1.803496 3.643830
75 H -3.413182 1.444470 1.137388
76 H -2.888944 2.609180 2.344764
77 H -6.201544 1.246056 0.584833
78 H -7.017038 2.754960 1.731302
79 C -1.033738 5.218121 -1.070530
80 C -1.844296 5.247422 0.303740
81 C -0.901616 5.812122 1.325197
82 O 0.393327 5.770680 0.816750
83 C 0.227533 5.983560 -0.581161
84 H -1.598975 5.562071 -2.039157
85 H -0.660319 4.237950 -1.364450
86 H -2.218466 4.239610 0.542186
87 H -2.824452 5.923800 -0.027973
88 H -1.154128 5.283130 2.222870
89 H -1.080149 6.831573 1.701031
90 H 1.328878 5.584583 -1.168022
91 H 0.292695 7.096446 -0.908276
92 C 0.811684 -4.212275 -3.977441
93 C 1.839473 -5.350796 -3.623017
94 C 2.266475 -4.945362 -2.135637
95 O 1.588764 -3.666515 -2.059853
96 C 0.411957 -3.595977 -2.755876
97 H -0.158447 -4.629992 -4.467504
98 H 1.295094 -3.544172 -4.663683
99 H 2.743307 -5.248446 -4.184212
100 H 1.361863 -6.450030 -3.884270
101 H 3.321484 -4.762841 -1.906703
102 H 1.945201 -5.822478 -1.608880
103 H -0.169302 -2.649971 -2.847133
104 H -0.443211 -4.047289 -2.173399

Force components x, y, z for each atom (eV/Å):
1.3 -2.5 0.1
2.8 5.7 -5.8
-0.2 0.8 0.0
-3.4 0.8 2.6
3.3 -2.7 2.8
-0.1 3.1 -0.2
-0.9 -0.7 0.0
-0.6 -2.0 -1.3
-0.6 -6.0 6.7
-0.9 -0.3 -2.2
-1.2 -0.8 0.2
1.2 5.1 -3.1
-0.7 -0.5 0.3
-0.3 -5.1 4.4
-1.1 -3.8 0.3
-0.1 2.1 2.7
0.9 -2.0 0.0
-5.3 4.2 -6.8
1.6 0.1 -1.0
-3.1 1.4 -2.2
2.3 1.3 2.2
-1.2 1.6 -1.4
1.0 0.1 -2.5
-1.0 -0.2 -0.9
0.9 -0.6 0.1
5.4 0.8 5.0
-0.9 -2.2 -2.6
0.2 2.5 -1.9
-0.9 -1.2 1.1
2.0 0.0 0.6
-0.2 -1.4 6.0
0.6 0.7 -1.1
-0.6 -0.4 4.9
-0.2 -1.1 -0.3
-0.7 0.8 0.0
-0.6 1.5 1.0
0.5 -0.6 -0.7
-1.0 2.3 -1.3
1.6 -0.8 -5.6
3.2 0.2 0.5
0.5 0.8 -1.5
-1.7 0.4 0.0
1.4 -1.9 0.5
-2.9 -1.7 0.9
-0.5 -2.2 1.4
-1.9 0.0 -1.7
0.3 3.5 0.6
-1.0 -2.3 -0.8
-0.8 0.0 0.7
1.7 0.2 1.2
2.1 0.7 -0.9
-0.5 2.3 -0.9
2.0 4.6 -1.8
1.3 0.3 3.2
-1.4 -0.1 -1.7
-1.2 -1.0 0.7
-2.7 0.8 2.3
0.1 -0.5 -0.5
-0.2 -1.7 1.2
1.6 0.0 -1.3
0.2 0.2 0.2
-1.1 -0.8 0.1
-0.3 0.9 -1.3
1.5 -0.9 1.3
0.3 -1.7 -2.6
1.0 0.0 0.5
1.1 0.1 -1.9
0.5 0.0 2.2
0.3 -0.6 -1.6
-3.3 0.5 3.1
-0.5 -2.4 -3.5
-1.3 2.6 1.2
0.3 0.1 0.6
0.3 0.0 3.5
0.3 -0.4 -2.4
-1.8 0.0 -1.2
0.7 2.1 1.2
2.4 -2.0 -1.7
0.2 0.4 0.0
-3.1 1.1 -3.8
-1.5 1.3 1.1
0.2 -0.6 -1.0
4.0 0.6 -3.4
1.1 0.0 2.2
-0.3 -0.4 0.4
0.1 0.5 0.1
2.4 -1.6 1.6
1.2 -1.0 0.8
-0.4 0.2 -0.8
-3.3 0.8 1.9
-0.6 -1.5 1.0
-1.9 -3.5 -3.7
-1.0 -1.2 -0.2
-1.5 0.1 -2.8
1.9 1.0 3.7
-2.6 0.0 2.1
1.8 0.5 0.2
0.0 0.6 -0.3
0.3 -0.1 -1.0
1.4 2.7 1.3
-0.3 -0.1 -0.5
-0.8 0.3 1.7
1.8 0.6 -0.1
0.8 -1.0 -0.5

The molar mass is 576.9 g mol⁻¹. The calculation puts the electronic energy at -50582.6209 eV. The relative energy (zero: lowest compared OMol25 entry of this formula, charge and spin) comes out at 1499.72 kJ/mol. The value obtained for the LUMO energy is 0.50 eV. The HOMO energy is -9.69 eV. Its total charge is 0. As for the structure (SMILES): C1CCOC1.C1CCOC1.C1CCOC1.C1CCOC1.C1CCOC1.C1CCOC1.C1CCOC1.C1CCOC1.

(2)
Below is a gas-phase ion, C3H6N2 (charge +2), with properties calculated with ωB97M-V with the def2-TZVPD basis set.

Atoms and positions in Å:
1 C -0.430934 3.439559 0.584060
2 C 0.238080 1.144929 0.364824
3 C -0.227722 0.007745 -0.255199
4 N -0.259338 2.286275 0.521534
5 N 0.517836 -1.315119 -0.071948
6 H -0.721985 4.498725 0.738283
7 H -0.108734 0.314949 -1.343615
8 H -1.270132 -0.396620 0.022907
9 H 0.608764 -1.519418 0.893130
10 H 1.492011 -1.451666 -0.330998
11 H -0.050197 -2.074501 -0.296978

Force components x, y, z for each atom (eV/Å):
-0.7 0.6 0.7
2.1 -0.8 1.4
-2.1 -2.7 -1.5
-0.5 2.0 -0.4
1.6 1.7 1.2
0.3 -0.6 -0.3
-0.6 -0.5 0.5
0.8 1.5 -0.8
0.0 0.3 2.2
0.3 0.3 -1.2
-1.3 -1.8 -1.8

The molar mass is 70.1 g mol⁻¹. The calculation puts the electronic energy at -6164.1424 eV. The relative energy (zero: lowest compared OMol25 entry of this formula, charge and spin) comes out at 144.03 kJ/mol. The value obtained for the LUMO energy (spin up / spin down) is -12.17 / -12.19 eV. The HOMO energy (spin up / spin down) is -19.62 / -19.64 eV. Its total charge is +2.

(3)
Below is C8H14S in the gas phase, with properties calculated with ωB97M-V with the def2-TZVPD basis set.

Atoms and positions in Å:
1 C -0.695766 -0.432359 0.844592
2 C -2.194197 -1.151532 0.453923
3 C 0.693819 -0.385210 0.609485
4 C -1.269213 0.413261 1.970289
5 C 1.650086 0.432014 1.417837
6 C 1.746228 -0.425999 -1.669846
7 C -2.099790 0.815082 -1.688440
8 C 1.286227 -1.252528 -0.467104
9 S -3.025727 -0.498114 -0.780908
10 H -2.190355 0.907274 1.657883
11 H -0.570727 1.172713 2.308527
12 H -1.520215 -0.231888 2.812094
13 H 1.389129 1.488534 1.429604
14 H 2.645967 0.340393 0.988862
15 H 1.699846 0.080305 2.449459
16 H 0.937988 0.207940 -2.023590
17 H 2.049421 -1.075919 -2.486969
18 H 2.588875 0.211731 -1.409032
19 H -2.839262 1.499906 -2.087227
20 H -1.537699 0.346029 -2.486600
21 H -1.438439 1.318956 -0.991864
22 H 2.143850 -1.792730 -0.055715
23 H 0.549951 -1.987861 -0.795259

Force components x, y, z for each atom (eV/Å):
-0.2 0.3 0.2
3.9 0.6 0.0
-4.2 -1.5 -0.5
0.3 0.1 0.1
-0.1 0.1 0.1
0.1 -0.2 0.1
-0.3 -0.5 0.3
0.0 0.2 -0.1
0.1 0.3 -0.2
0.0 0.1 0.1
0.0 0.1 0.1
-0.1 0.0 0.1
0.0 0.1 0.1
0.1 0.0 0.0
0.0 0.0 0.1
-0.1 0.1 -0.1
0.1 0.0 -0.1
0.1 0.1 0.0
-0.1 0.1 -0.1
0.1 0.0 -0.1
0.1 0.0 0.0
0.0 -0.1 0.0
0.0 0.0 0.1

The molar mass is 142.3 g mol⁻¹. The calculation puts the electronic energy at -19354.3500 eV. The relative energy (zero: lowest compared OMol25 entry of this formula, charge and spin) comes out at 300.00 kJ/mol. The value obtained for the LUMO energy is 0.38 eV. The HOMO energy is -8.06 eV. Its total charge is 0.